107
Properties=species:S:1:pos:R:3:mulliken_charge:R:1 method="wB97M-V/def2-TZVPD" homo_lumo_gap_ev=5.872 energy_ev=-72091.5326 lumo_energy_ev=1.95 e_homo_ev=-3.9 total_charge=-1 max_force_ev_per_a=10.9
C -3.324 5.446 2.006 -1.43
C -2.746 4.240 1.293 0.74
C -2.195 4.509 -0.110 -0.30
C -1.326 3.320 -0.579 -0.10
O 0.044 3.686 -0.628 -0.64
B 0.899 3.534 0.511 0.40
I 2.557 5.168 0.259 -0.34
P 2.044 1.885 0.636 -0.55
N 2.002 1.721 2.396 -0.59
O 0.909 0.668 0.313 0.05
H -3.916 5.179 2.880 0.42
H -2.527 6.119 2.312 0.24
H -3.973 6.008 1.333 0.28
H -1.912 3.829 1.859 -0.04
H -3.481 3.451 1.148 -0.18
H -1.569 5.401 -0.122 0.05
H -3.030 4.671 -0.796 0.46
H -1.596 2.962 -1.575 0.18
H -1.485 2.478 0.098 0.01
H 0.422 3.811 1.591 -0.23
H 2.523 2.506 2.790 0.28
H 2.573 0.910 2.628 0.22
H 1.423 -0.157 0.245 0.19
C -2.540 0.834 2.304 -0.65
O -3.162 1.164 1.069 -0.27
H -2.488 1.739 2.905 0.35
H -3.124 0.084 2.850 0.33
H -1.528 0.458 2.139 0.08
H -3.236 0.351 0.555 -0.03
C 0.055 -2.090 2.342 0.01
O -0.952 -2.837 1.671 -0.34
H -0.231 -2.021 3.389 0.30
H 1.032 -2.576 2.268 -0.02
H 0.131 -1.084 1.928 -0.04
H -0.715 -2.879 0.733 0.49
C -2.504 -5.292 3.432 -0.53
O -2.604 -5.430 2.026 -0.55
H -2.839 -6.232 3.870 0.28
H -1.474 -5.101 3.747 0.20
H -3.139 -4.485 3.809 0.22
H -2.288 -4.595 1.654 0.36
C -1.290 -1.275 -1.000 -0.41
O -0.700 -1.639 0.248 0.67
H -1.529 -2.194 -1.531 0.06
H -2.207 -0.707 -0.865 0.38
H -0.599 -0.680 -1.600 0.32
H -0.454 -0.805 0.684 -0.38
C 3.816 -3.212 1.106 -0.58
O 3.112 -2.818 -0.064 -0.41
H 3.796 -2.357 1.779 0.14
H 3.329 -4.060 1.600 0.30
H 4.858 -3.463 0.895 0.32
H 3.098 -3.551 -0.684 0.23
C -1.627 8.460 -0.563 -0.61
O -1.429 8.035 0.772 -0.43
H -2.510 7.935 -0.922 0.21
H -1.807 9.538 -0.638 0.30
H -0.787 8.193 -1.210 0.27
H -0.636 8.449 1.125 0.27
C 7.058 -1.009 1.051 -0.27
O 7.399 -2.391 1.166 -0.52
H 5.993 -0.921 1.249 0.10
H 7.604 -0.404 1.781 0.27
H 7.267 -0.638 0.048 0.17
H 8.340 -2.471 0.978 0.28
C -5.195 2.357 -1.263 -0.29
O -5.991 3.533 -1.429 -0.56
H -4.189 2.617 -1.579 0.03
H -5.146 2.028 -0.224 0.19
H -5.559 1.533 -1.885 0.37
H -6.882 3.330 -1.132 0.29
C 6.619 3.916 1.960 -0.60
O 5.265 3.591 2.164 -0.38
H 7.193 3.412 2.738 0.21
H 6.994 3.573 0.988 0.24
H 6.813 4.992 2.039 0.27
H 4.738 4.033 1.479 0.13
C -4.105 -2.646 -3.934 -0.63
O -3.247 -1.615 -3.484 -0.37
H -4.128 -3.394 -3.143 0.19
H -5.128 -2.296 -4.102 0.30
H -3.743 -3.125 -4.849 0.30
H -3.201 -0.927 -4.154 0.24
C -0.755 -4.125 -2.137 -0.83
O -0.389 -3.186 -1.137 -0.96
H -0.338 -5.082 -1.828 0.28
H -1.840 -4.231 -2.222 0.16
H -0.347 -3.867 -3.116 0.31
H -0.720 -2.305 -1.395 0.13
C -4.526 -2.269 0.645 -0.14
O -5.396 -1.151 0.569 -0.46
H -3.544 -1.920 0.330 -0.26
H -4.431 -2.659 1.662 0.29
H -4.833 -3.081 -0.021 0.38
H -6.278 -1.410 0.850 0.25
C -0.244 -7.473 -4.456 -0.60
O -1.082 -6.338 -4.601 -0.46
H 0.747 -7.167 -4.784 0.23
H -0.175 -7.810 -3.418 0.27
H -0.568 -8.313 -5.078 0.28
H -1.970 -6.570 -4.315 0.27
C 9.007 -0.723 -2.685 -0.57
O 9.380 -0.567 -1.323 -0.48
H 8.648 -1.745 -2.789 0.22
H 8.199 -0.045 -2.971 0.28
H 9.851 -0.579 -3.365 0.27
H 9.691 0.332 -1.187 0.28